240
Properties=species:S:1:pos:R:3:lowdin_charge:R:1 method="wB97M-V/def2-TZVPD" fmax_ev_per_a=3.77 homo_ev=-10.551 orbital_gap_ev=11.252 de_lowest_kcal_mol=56.8 smiles=CCCCCC.CCCCCC.CCCCCC.CCCCCC.CCCCCC.CCCCCC.CCCCCC.CCCCCC.CCCCCC.CCCCCC.CCCCCC.CCCCCC total_charge=0 spin_multiplicity=1
C -1.40782 1.11413 -7.38246 -0.1041
C -1.86596 -0.01553 -6.35915 -0.2317
C -0.88394 -0.23725 -5.13891 -0.2360
C 0.55087 -0.49308 -5.65083 -0.2382
C 1.41726 -1.32955 -4.66621 -0.2545
C 1.28770 -0.93655 -3.20876 -0.1131
H -0.31847 0.96595 -7.69185 0.0733
H -1.30495 2.11700 -6.99393 0.0433
H -2.09118 1.19037 -8.25226 0.0666
H -2.90093 0.18117 -5.93194 0.0864
H -1.91379 -0.99469 -6.85884 0.0975
H -1.38485 -1.09519 -4.66300 0.0977
H -0.87221 0.63208 -4.40206 0.1140
H 0.45401 -1.00843 -6.67401 0.1288
H 1.02122 0.47742 -5.88651 0.0902
H 0.95024 -2.31763 -4.83432 0.0981
H 2.45442 -1.40002 -5.12609 0.1181
H 0.23204 -0.91891 -2.91657 0.0573
H 1.88852 -1.42861 -2.49088 0.0519
H 1.48683 0.14371 -3.11515 0.0464
C 4.57603 -4.01681 -3.22504 -0.1043
C 3.48938 -5.10321 -3.29572 -0.2648
C 3.33269 -5.82334 -1.99507 -0.2423
C 2.33595 -6.92803 -2.16561 -0.2680
C 1.98929 -7.58880 -0.88375 -0.2560
C 1.33267 -8.95409 -1.18806 -0.1035
H 4.42899 -3.36286 -2.38983 0.0481
H 4.48911 -3.37595 -4.11136 0.0604
H 5.61993 -4.40426 -3.21257 0.0835
H 2.50185 -4.70845 -3.57646 0.1035
H 3.70606 -5.82424 -4.12293 0.1231
H 2.85536 -5.15167 -1.25434 0.1024
H 4.23509 -6.18182 -1.62643 0.1003
H 1.47327 -6.51013 -2.62311 0.0988
H 2.73781 -7.57423 -2.87508 0.0994
H 2.94839 -7.76312 -0.28436 0.1353
H 1.41693 -6.89493 -0.30127 0.0707
H 0.88404 -9.31794 -0.28501 0.0501
H 0.51926 -8.80321 -1.91711 0.0720
H 2.01160 -9.78045 -1.48001 0.0824
C -3.80686 3.67993 1.16026 -0.0888
C -3.49763 2.29440 1.72898 -0.2591
C -4.74303 1.69846 2.36341 -0.2259
C -5.62548 0.98715 1.33985 -0.2458
C -6.96976 0.52771 1.81869 -0.2704
C -7.74310 -0.08658 0.68334 -0.1153
H -4.01131 4.40869 1.98298 0.0922
H -4.62725 3.63753 0.45378 0.0618
H -2.96651 4.05703 0.56848 0.0528
H -3.06241 1.55863 1.01885 0.0905
H -2.70499 2.37180 2.49805 0.1008
H -5.27715 2.44517 2.86262 0.0909
H -4.62157 0.89367 3.10593 0.0976
H -5.79267 1.73353 0.56597 0.1061
H -4.96818 0.23717 0.93732 0.0891
H -6.80002 -0.19221 2.61559 0.0994
H -7.57476 1.33975 2.28925 0.1281
H -7.92190 0.72045 -0.04063 0.0764
H -7.19382 -0.79392 0.08276 0.0543
H -8.72288 -0.47740 0.94613 0.0712
C 1.52560 -1.79412 5.22115 -0.1230
C 1.76993 -0.36317 5.27312 -0.2941
C 0.50641 0.36632 5.78412 -0.2135
C 0.86495 1.79446 6.12810 -0.2394
C -0.14128 2.64944 6.83370 -0.2782
C -1.34403 3.08169 6.04073 -0.1180
H 0.59998 -2.00374 4.69753 0.0622
H 1.49689 -2.25916 6.21646 0.0898
H 2.33328 -2.30959 4.59473 0.0905
H 2.65379 -0.01887 5.81439 0.1158
H 1.92219 0.08135 4.29269 0.0816
H 0.15006 -0.17266 6.64519 0.1016
H -0.34786 0.33370 5.07570 0.1032
H 1.79397 1.83499 6.71139 0.1135
H 1.17060 2.34982 5.18474 0.1252
H -0.45572 2.02313 7.67240 0.0969
H 0.30067 3.60636 7.14756 0.1153
H -0.99415 3.67793 5.21707 0.0635
H -1.85262 2.25352 5.53073 0.0559
H -2.11501 3.67912 6.47886 0.0677
C 4.45211 -3.75337 1.87416 -0.1145
C 2.98277 -3.97087 1.75865 -0.2625
C 2.36352 -4.77772 2.94747 -0.2051
C 0.84765 -4.82979 2.93510 -0.2213
C 0.27389 -5.30586 4.28142 -0.2686
C 0.78007 -6.67476 4.52848 -0.1436
H 4.77228 -3.47503 2.84557 0.0538
H 4.85091 -2.96872 1.19696 0.0695
H 4.98785 -4.70909 1.61187 0.0914
H 2.45099 -3.04154 1.69437 0.0819
H 2.70755 -4.42234 0.80230 0.0773
H 2.65995 -4.34749 3.88590 0.0890
H 2.87632 -5.72113 2.85810 0.1061
H 0.41500 -3.82877 2.71503 0.0988
H 0.52559 -5.41713 2.10367 0.0790
H 0.54940 -4.68395 5.12493 0.0950
H -0.82974 -5.36351 4.22855 0.1121
H 0.40139 -7.19139 5.41424 0.0713
H 0.55493 -7.32309 3.64593 0.0945
H 1.84381 -6.75281 4.73009 0.0672
C -0.96377 4.26771 -2.50811 -0.1074
C -0.28782 3.67215 -1.23646 -0.2339
C -0.52103 2.12888 -1.00745 -0.1873
C -0.12014 1.56268 0.38816 -0.2211
C -0.41537 0.06391 0.55299 -0.2389
C 0.36757 -0.46547 1.75678 -0.0899
H -0.77050 3.71598 -3.47649 0.0707
H -0.44476 5.22060 -2.56370 0.0581
H -2.04469 4.39174 -2.44678 0.0598
H 0.81460 3.82795 -1.28084 0.0926
H -0.65797 4.30397 -0.40094 0.0888
H -0.01896 1.55457 -1.70607 0.0454
H -1.63821 1.86123 -1.12591 0.1274
H 0.94673 1.69105 0.45927 0.0758
H -0.65217 2.16473 1.14892 0.1057
H -1.47577 -0.10821 0.77539 0.0867
H -0.12373 -0.40244 -0.41211 0.1067
H 1.44051 -0.25645 1.57583 0.0768
H 0.12998 -0.02112 2.71182 0.0594
H 0.25031 -1.51805 1.80355 0.0330
C -4.89930 -8.27758 -1.76926 -0.1191
C -3.56958 -7.82019 -1.16778 -0.2815
C -3.05391 -6.50058 -1.69929 -0.2100
C -1.78548 -6.06358 -0.90613 -0.2276
C -1.05942 -4.91892 -1.47960 -0.2762
C -0.03798 -4.26336 -0.53707 -0.0860
H -5.75233 -7.69078 -1.39564 0.0650
H -5.14514 -9.32827 -1.46930 0.0758
H -4.96958 -8.15984 -2.88913 0.0841
H -3.69117 -7.76656 -0.12582 0.0909
H -2.80085 -8.54653 -1.34313 0.0971
H -3.87022 -5.72605 -1.64342 0.1132
H -2.81393 -6.45040 -2.76538 0.1153
H -2.01164 -5.99808 0.15529 0.1165
H -1.09242 -6.92548 -0.95019 0.1056
H -0.61862 -5.19586 -2.42049 0.0996
H -1.73227 -4.14600 -1.78345 0.0750
H -0.47811 -3.58627 0.24250 0.0793
H 0.54697 -5.01715 0.02959 0.0344
H 0.67180 -3.66352 -1.14702 0.0731
C 4.85037 0.35994 2.51486 -0.0893
C 4.46160 1.70859 1.83774 -0.2657
C 4.28878 2.79812 2.85758 -0.1988
C 3.68027 4.13755 2.27203 -0.2150
C 2.28352 4.13052 1.73225 -0.3183
C 1.67115 5.46761 1.54574 -0.1075
H 4.02498 -0.07161 3.05994 0.0427
H 5.69652 0.61592 3.23113 0.0937
H 5.26487 -0.39168 1.82339 0.0506
H 5.21634 1.92565 1.13229 0.0711
H 3.52428 1.49415 1.36584 0.0841
H 5.16101 3.09160 3.40793 0.0971
H 3.56477 2.45098 3.66086 0.1188
H 3.77586 4.89489 3.04776 0.1014
H 4.34300 4.51570 1.44307 0.1247
H 2.25849 3.57269 0.74582 0.1042
H 1.67314 3.53670 2.40641 0.1006
H 1.71765 5.97703 2.51236 0.0827
H 2.31498 5.98705 0.88414 0.0631
H 0.65432 5.44686 1.19950 0.0565
C 4.01478 7.31736 -3.11803 -0.1142
C 3.35104 8.38851 -3.98095 -0.2699
C 2.68164 9.48039 -3.11517 -0.2332
C 1.99452 10.57470 -3.95052 -0.2031
C 3.07823 11.41488 -4.73100 -0.2723
C 4.32585 11.84156 -3.96514 -0.1217
H 4.66108 7.76829 -2.38563 0.0624
H 4.70608 6.71979 -3.70379 0.0687
H 3.24341 6.79616 -2.57268 0.0590
H 4.07594 8.99435 -4.58669 0.0958
H 2.75486 7.91784 -4.81346 0.1209
H 3.46208 9.95765 -2.49198 0.1044
H 1.98982 8.98821 -2.45841 0.0945
H 1.28734 10.21375 -4.71389 0.1036
H 1.38404 11.28027 -3.35567 0.1041
H 3.40439 10.79490 -5.65457 0.1217
H 2.64100 12.30581 -5.13295 0.0816
H 4.03744 12.47392 -3.15251 0.0699
H 4.87685 10.98028 -3.62629 0.0518
H 4.98478 12.31909 -4.69549 0.0761
C 1.72934 4.02791 -4.79954 -0.1121
C 2.18400 2.86075 -3.93744 -0.2683
C 3.48778 3.03266 -3.12431 -0.2052
C 3.80179 1.79288 -2.31660 -0.2503
C 5.18919 1.75909 -1.69898 -0.2708
C 5.58075 0.33263 -1.23610 -0.1112
H 2.54942 4.46601 -5.41276 0.0834
H 1.28002 4.81119 -4.16530 0.0575
H 0.94748 3.72677 -5.48249 0.0556
H 1.30049 2.67546 -3.30292 0.0776
H 2.38986 1.98131 -4.57551 0.1003
H 3.26164 3.91166 -2.48583 0.1118
H 4.31484 3.33147 -3.71728 0.0983
H 3.06334 1.58819 -1.47535 0.1270
H 3.78093 0.85255 -2.89438 0.1033
H 5.96311 2.21025 -2.38297 0.1178
H 5.18489 2.54047 -0.88293 0.1000
H 6.42118 0.29790 -0.58945 0.0494
H 4.80529 -0.15739 -0.65482 0.0514
H 5.70546 -0.40273 -2.09101 0.0906
C -4.20051 2.12131 -3.70042 -0.1250
C -4.90016 0.81016 -3.73315 -0.2880
C -4.33349 -0.25322 -2.79797 -0.2424
C -5.16717 -1.50267 -2.93326 -0.2415
C -4.49538 -2.65422 -2.19869 -0.2869
C -3.91093 -2.34214 -0.85502 -0.1237
H -4.68853 2.87286 -4.38958 0.0949
H -3.15632 2.03249 -4.13602 0.0769
H -4.03804 2.49850 -2.74306 0.0308
H -5.99632 0.86067 -3.56094 0.1173
H -4.78273 0.37487 -4.78893 0.1139
H -4.44232 0.08924 -1.77455 0.0954
H -3.23262 -0.49568 -2.90611 0.1256
H -6.18287 -1.26309 -2.59374 0.1116
H -5.31797 -1.86035 -3.95793 0.1131
H -5.30043 -3.43233 -2.04206 0.1192
H -3.67989 -3.07447 -2.83917 0.1120
H -4.64564 -1.77207 -0.24457 0.0784
H -3.61182 -3.22852 -0.42399 0.0257
H -2.95123 -1.77576 -1.02168 0.0864
C -2.85591 -0.02706 9.06307 -0.0971
C -2.89774 0.20580 7.54205 -0.2784
C -3.00017 -1.08990 6.75972 -0.2451
C -3.16852 -0.91537 5.26916 -0.2329
C -3.08881 -2.28427 4.58275 -0.2464
C -3.58757 -2.20036 3.12982 -0.1067
H -3.74346 -0.56211 9.43234 0.0766
H -2.79739 0.95338 9.50883 0.0601
H -1.95782 -0.61736 9.24242 0.0704
H -3.64656 0.98907 7.24285 0.1260
H -1.99202 0.68835 7.15110 0.0556
H -3.85112 -1.74576 7.06294 0.1246
H -2.10434 -1.71189 6.97490 0.1204
H -4.18005 -0.57216 5.08584 0.1061
H -2.54298 -0.16566 4.86558 0.0787
H -2.09513 -2.64485 4.60603 0.0717
H -3.61763 -3.08693 5.11811 0.1154
H -3.20977 -1.31373 2.59690 0.0575
H -3.30179 -3.11718 2.53280 0.0808
H -4.65571 -2.08496 3.01272 0.0563

=====

20
Properties=species:S:1:pos:R:3:lowdin_charge:R:1 method="wB97M-V/def2-TZVPD" fmax_ev_per_a=4.56 homo_ev="-14.787 / -14.780" orbital_gap_ev="11.111 / 6.010" de_lowest_kcal_mol=42.3 total_charge=+1 s_squared=0.75 spin_multiplicity=2
C -1.20308 -0.07567 -1.44848 0.0129
N -0.05345 -1.00813 -1.68204 0.1633
C 1.18735 -0.65627 -1.06444 -0.1705
O 1.25296 0.81509 -0.86984 -0.0880
H -1.35711 0.08794 -0.40959 0.0541
H -2.14749 -0.49521 -1.86848 0.1333
H -1.06857 0.94813 -1.82766 0.1367
H -0.15578 -1.17552 -2.69300 0.1819
H 1.07466 -1.08695 -0.00128 0.1572
H 2.26799 -0.92846 -1.57353 0.2112
H 1.71971 1.27335 -1.66565 0.1625
H -0.53295 1.05246 1.43125 -0.0380
H -0.67900 0.09681 2.39160 0.0509
O -1.11838 0.36896 1.61682 -0.0109
H 1.17225 2.63316 0.85299 0.0027
H 0.45603 3.45644 1.79718 0.0918
O 0.54443 2.52517 1.51940 -0.0139
H -0.65568 -1.49900 1.33390 0.0076
H -0.73625 -2.68056 0.42419 -0.0064
O -0.54016 -2.48849 1.31611 -0.0383

=====

88
Properties=species:S:1:pos:R:3:lowdin_charge:R:1 method="wB97M-V/def2-TZVPD" fmax_ev_per_a=3.09 homo_ev="-10.143 / -10.219" orbital_gap_ev="10.373 / 9.295" de_lowest_kcal_mol=5.2 total_charge=0 s_squared=8.76 spin_multiplicity=6
Fe -0.17020 -3.09905 1.06939 1.1897
C -1.47016 -4.32442 -2.39013 0.0285
C -0.95704 -4.12269 -1.01917 -0.6151
O 0.26498 -3.79663 -0.81418 -0.0448
O -1.67666 -4.16226 0.03011 -0.0417
H -2.54146 -4.19326 -2.46431 0.0874
H -1.20976 -5.36115 -2.64949 0.1049
H -0.89968 -3.77331 -3.13282 0.0808
C 2.38799 -4.51813 3.75153 0.0219
C 1.47675 -3.99403 2.71004 -0.6428
O 1.40958 -2.75672 2.38698 -0.0510
O 0.77439 -4.75843 1.98217 -0.0415
H 2.91247 -3.72157 4.26732 0.0877
H 3.00668 -5.34283 3.41811 0.0944
H 1.72415 -4.97832 4.50052 0.0978
C -0.67514 0.85115 0.94768 0.0260
C -0.58448 -0.61333 0.83257 -0.6229
O -1.41176 -1.42165 1.38175 -0.0678
O 0.29443 -1.18967 0.11013 -0.0440
H -1.28588 1.37341 0.23001 0.0783
H 0.34719 1.23443 0.87878 0.0810
H -0.98702 1.06039 1.97330 0.0954
C 0.52292 -0.60909 -3.59821 -0.0620
C 1.98305 -0.50887 -4.03530 -0.2523
O 1.95910 -1.05315 -5.34110 0.1288
C 0.77101 -1.69958 -5.54314 -0.5422
O 0.47669 -2.22745 -6.55540 0.1893
O 0.02462 -1.65885 -4.41464 0.0594
F 2.73775 -1.40030 -3.26586 0.0395
H -0.01241 0.30187 -3.87158 0.1271
H 0.46878 -0.74620 -2.52045 0.1300
H 2.42992 0.47739 -3.96576 0.1613
C -5.25032 -0.82936 -1.04147 -0.0526
C -4.45398 0.46220 -0.90336 -0.2968
O -3.23008 0.09091 -1.49146 0.1050
C -3.42317 -0.92963 -2.37151 -0.5348
O -2.64755 -1.36325 -3.13077 0.2093
O -4.67662 -1.43618 -2.19525 0.0796
F -4.23540 0.75288 0.41590 0.0601
H -6.32182 -0.66437 -1.14276 0.1392
H -5.11425 -1.43075 -0.13906 0.1461
H -4.90186 1.34952 -1.34861 0.1705
C 3.33236 1.13063 -0.90538 -0.0431
C 4.19131 1.61009 0.26014 -0.2830
O 5.45169 1.09219 0.00068 0.1331
C 5.38838 0.19165 -1.03427 -0.5317
O 6.33967 -0.23525 -1.58265 0.1947
O 4.12434 0.09928 -1.49278 0.0582
F 3.70657 1.04258 1.44231 0.0249
H 3.18287 1.86302 -1.69283 0.1357
H 2.37691 0.74245 -0.55697 0.1238
H 4.23281 2.68184 0.43472 0.1535
C 3.90110 4.17717 4.15897 -0.0158
O 2.61350 4.79004 4.01396 0.0146
C 2.06614 4.69263 2.82486 -0.6380
O 2.61246 4.27973 1.82784 0.1069
O 0.84131 5.18158 2.89974 0.0184
C 0.02232 5.00544 1.74230 -0.0222
H 4.66068 4.82145 3.72376 0.1002
H 3.87178 3.16795 3.76196 0.0943
H 4.06152 4.15743 5.23355 0.0947
H -0.18762 3.94686 1.59574 0.0856
H 0.55277 5.28915 0.82644 0.0861
H -0.84757 5.63507 1.85643 0.0977
C 1.18521 6.01745 -2.65310 -0.0436
O 0.77286 4.75335 -3.13873 0.0101
C -0.48598 4.41365 -2.87404 -0.6202
O -1.32410 5.12631 -2.38778 0.1243
O -0.67255 3.15520 -3.26952 0.0023
C -2.03660 2.72272 -3.26187 -0.0309
H 2.25193 6.01066 -2.47917 0.0941
H 0.61261 6.34172 -1.78436 0.0859
H 0.94681 6.79100 -3.39542 0.1024
H -2.35917 2.54382 -2.23654 0.0841
H -2.14560 1.77490 -3.78148 0.0885
H -2.66718 3.47499 -3.73285 0.1029
C -1.34647 -1.75791 4.62020 -0.0053
O -2.48754 -2.61009 4.48403 0.0413
C -2.37457 -3.61136 3.64220 -0.5724
O -1.50998 -3.73643 2.79887 0.0517
O -3.43971 -4.38604 3.74365 0.0386
C -3.47888 -5.51382 2.86789 -0.0211
H -1.50847 -1.13431 5.49282 0.0978
H -1.26423 -1.13971 3.72943 0.0782
H -0.44723 -2.35183 4.77856 0.0991
H -4.17345 -6.24945 3.27721 0.0946
H -2.51111 -6.00705 2.79899 0.1034
H -3.86762 -5.26037 1.88205 0.0987